i:
The following is a DFT calculation (ωB97M-V with the def2-TZVPD basis set) of C2H3NO3 in the gas phase.

XYZ file:
```
9
Properties=species:S:1:pos:R:3:mulliken_charge:R:1
N 2.86 2.38 0.21 -0.345
C 1.92 1.76 0.09 0.002
C 0.87 0.74 0.03 0.852
O -0.04 1.06 0.98 -0.491
O 1.36 -0.57 0.18 -0.492
O 0.33 0.78 -1.25 -0.482
H -0.95 0.76 0.78 0.336
H 2.17 -0.49 -0.30 0.322
H -0.39 0.22 -1.19 0.299
```

As for the net charge: 0. Its spin multiplicity is 1. The SMILES is N#CC(O)(O)O. The LUMO energy is 0.254 eV.

---

ii:
The following is a DFT calculation (ωB97M-V with the def2-TZVPD basis set) of a molecular structure, C2H3NO3.

XYZ file:
```
9
Properties=species:S:1:pos:R:3:mulliken_charge:R:1
C 1.83 0.06 -1.25 0.455
C -0.18 0.64 -0.76 -0.154
N 1.05 -0.10 -0.23 0.257
O 2.95 -0.08 -1.61 -0.405
O 0.27 0.83 -1.99 -0.529
O 1.41 -0.56 1.02 -0.431
H -0.90 -0.21 -0.78 0.234
H -0.60 1.64 -0.20 0.216
H 1.24 -1.52 1.19 0.357
```

As for the net charge: 0. Its spin multiplicity is 1. The LUMO energy is 0.275 eV.

---

iii:
The following is a DFT calculation (ωB97M-V with the def2-TZVPD basis set) of C2H3NO3 in the gas phase.

XYZ file:
```
9
Properties=species:S:1:pos:R:3:mulliken_charge:R:1
O -0.22 2.12 0.62 -0.473
C 0.35 1.32 -0.07 0.195
N -0.18 0.09 -0.32 0.166
O -1.15 -0.47 0.55 -0.369
C 0.62 -0.93 -0.72 0.106
O 0.60 -2.14 -0.21 -0.505
H 1.17 1.54 -0.75 0.235
H -0.84 -0.08 1.51 0.358
H 1.28 -0.47 -1.46 0.287
```

As for the net charge: 0. Its spin multiplicity is 1. The SMILES is O=CN(O)C=O. The LUMO energy is 0.102 eV.

---

Which one sits at the bottom of the stability order? ii does.

---

i:
The following is a DFT calculation (ωB97M-V with the def2-TZVPD basis set) of C2H3NO3 in the gas phase.

XYZ file:
```
9
Properties=species:S:1:pos:R:3:mulliken_charge:R:1
N -0.79 2.25 -1.32 -0.381
C -0.56 1.19 -0.83 -0.060
C -0.19 -0.05 0.00 0.978
O -0.98 0.01 1.11 -0.469
O 1.14 0.08 0.54 -0.564
O -0.31 -1.22 -0.69 -0.505
H -0.58 -0.61 1.75 0.326
H 1.88 0.23 -0.02 0.317
H 0.38 -1.89 -0.54 0.359
```

As for the net charge: 0. Its spin multiplicity is 1. The SMILES is N#CC(O)(O)O. The LUMO energy is 0.248 eV.

---

ii:
The following is a DFT calculation (ωB97M-V with the def2-TZVPD basis set) of 2 unconnected molecules or ions with the total composition C2H3NO3.

XYZ file:
```
9
Properties=species:S:1:pos:R:3:mulliken_charge:R:1
O -2.73 0.82 -1.75 -0.511
N -1.50 0.70 -1.32 0.427
C -0.50 0.48 -0.73 0.074
O 0.64 1.15 -0.25 -0.364
H 0.29 1.26 0.62 0.333
C 0.92 -0.93 0.95 -0.167
O 1.59 -1.11 -0.11 -0.342
H 0.09 -0.46 0.84 0.296
H 1.21 -1.91 1.75 0.254
```

As for the net charge: 0. Its spin multiplicity is 1. The SMILES is [O-][N+]#CO.C=O. The LUMO energy (spin up / spin down) is -0.696 / -0.696 eV.

---

Which one sits at the bottom of the stability order? ii does.

---

i:
The following is a DFT calculation (ωB97M-V with the def2-TZVPD basis set) of a molecular structure, C3H3BrClF.

XYZ file:
```
9
Properties=species:S:1:pos:R:3:mulliken_charge:R:1
C 0.46 -0.03 -0.55 -0.609
C 1.12 0.20 0.74 -0.121
C -1.36 0.01 -0.69 0.138
F 1.26 -0.82 1.60 -0.227
Cl -1.82 -1.54 -0.50 -0.120
Br -2.51 1.28 0.18 -0.096
H 0.76 0.84 -1.10 0.261
H 0.64 -1.02 -0.93 0.387
H 1.44 1.09 1.24 0.387
```

As for the net charge: 0. Its spin multiplicity is 1. The LUMO energy (spin up / spin down) is -0.330 / -0.643 eV.

---

ii:
The following is a DFT calculation (ωB97M-V with the def2-TZVPD basis set) of 2 unconnected molecules or ions with the total composition C3H3BrClF.

XYZ file:
```
9
Properties=species:S:1:pos:R:3:mulliken_charge:R:1
C 1.01 0.77 -0.20 -0.783
C 0.96 -0.18 0.71 0.132
C -1.48 -0.49 -1.00 -0.017
F 1.28 -1.47 0.64 -0.224
Cl -1.97 -2.06 -0.46 -0.042
Br -2.32 0.92 -0.25 0.034
H 0.64 1.77 0.03 0.294
H 1.43 0.81 -1.17 0.274
H 0.46 -0.08 1.69 0.333
```

As for the net charge: 0. Its spin multiplicity is 1. The LUMO energy is -0.967 eV.

---

Which one sits at the bottom of the stability order? i does.

---

i:
The following is a DFT calculation (ωB97M-V with the def2-TZVPD basis set) of C7H8N2 in the gas phase.

XYZ file:
```
17
Properties=species:S:1:pos:R:3:mulliken_charge:R:1
C 2.17 1.32 0.94 -0.595
C 0.97 0.76 1.25 -0.155
C 0.22 -0.16 0.29 -1.177
C -1.20 0.24 -0.13 1.921
C -1.69 -0.90 -0.96 -1.765
C -1.19 1.52 -0.79 -0.133
N -1.15 2.55 -1.30 -0.450
C -2.11 0.27 1.05 -0.079
N -2.80 0.08 1.97 -0.460
H 2.61 2.25 1.56 0.214
H 2.64 0.94 0.00 0.247
H 0.37 0.94 2.16 0.312
H 0.91 -0.15 -0.53 0.465
H 0.25 -1.19 0.65 0.363
H -1.45 -1.85 -0.57 0.424
H -2.82 -0.80 -0.83 0.395
H -1.41 -1.00 -1.93 0.473
```

As for the net charge: 0. Its spin multiplicity is 1. The SMILES is C=CCC(C)(C#N)C#N. The LUMO energy is 0.664 eV.

---

ii:
The following is a DFT calculation (ωB97M-V with the def2-TZVPD basis set) of 2 unconnected molecules or ions with the total composition C7H8N2.

XYZ file:
```
17
Properties=species:S:1:pos:R:3:mulliken_charge:R:1
C 2.47 -1.63 -0.23 -0.531
C 2.31 -0.29 -0.18 0.379
N 3.13 0.67 0.40 -0.550
C 2.55 1.80 0.06 -0.082
C 1.27 1.54 -0.55 -0.297
N 1.11 0.27 -0.67 -0.295
H 1.71 -2.19 -0.67 0.277
H 3.32 -2.29 0.14 0.259
H 3.13 2.63 0.23 0.470
H 0.60 2.27 -1.02 0.356
C -1.64 -0.98 -0.29 0.145
C -2.64 -0.39 0.01 -0.338
C -3.91 -0.06 0.72 -0.961
H -0.66 -1.20 -0.65 0.369
H -3.66 -0.27 1.78 0.226
H -4.84 -0.76 0.32 0.225
H -4.25 0.88 0.59 0.350
```

As for the net charge: 0. Its spin multiplicity is 1. The SMILES is C=C1N=CC=N1.C#CC. The LUMO energy is -1.007 eV.

---

iii:
The following is a DFT calculation (ωB97M-V with the def2-TZVPD basis set) of C7H8N2 in the gas phase.

XYZ file:
```
17
Properties=species:S:1:pos:R:3:mulliken_charge:R:1
C 0.32 1.00 2.10 -0.316
C -0.66 1.36 1.22 -0.842
C -0.94 0.27 0.25 0.722
N -0.94 0.78 -1.17 -0.722
C -0.26 0.10 -2.07 0.116
N 0.30 -1.05 -1.87 -0.091
C 0.73 -1.39 -0.59 -0.075
C 0.35 -0.60 0.34 -0.426
C 0.80 -0.35 1.81 -0.519
H 0.66 1.63 2.96 0.403
H -1.03 2.39 1.33 0.337
H -1.97 -0.28 0.19 0.271
H -0.03 0.30 -3.20 0.236
H 0.70 -1.56 -2.54 0.158
H 1.83 -1.85 -0.48 0.197
H 0.29 -0.94 2.72 0.216
H 1.91 -0.24 1.87 0.335
```

As for the net charge: 0. Its spin multiplicity is 1. The SMILES is C1=C[C@H]2N=CNC=C2C1. The LUMO energy is 0.752 eV.

---

Which one sits at the bottom of the stability order? ii does.